(1)
{"formula": "C12H33AgN6O12", "method": "the ωB97M-V functional and the def2-TZVPD basis", "species": ["Ag", "N", "O", "O", "O", "N", "O", "O", "O", "N", "O", "O", "O", "C", "C", "C", "O", "C", "N", "H", "H", "H", "H", "H", "H", "H", "H", "H", "H", "H", "C", "C", "C", "O", "C", "N", "H", "H", "H", "H", "H", "H", "H", "H", "H", "H", "H", "C", "C", "C", "O", "C", "N", "H", "H", "H", "H", "H", "H", "H", "H", "H", "H", "H"], "coordinates": [[-0.7365, -0.7976, -0.2818], [-3.2150, -2.3936, 1.3510], [-2.0923, -1.7680, 1.1768], [-4.1900, -2.1129, 0.6626], [-3.2376, -3.2509, 2.2218], [-0.1805, -4.2816, -0.4777], [0.1586, -3.0426, -0.5089], [-1.3628, -4.6042, -0.4652], [0.7446, -5.1297, -0.4273], [-3.1624, -1.3264, -2.7918], [-3.1539, -2.4191, -3.3394], [-2.2521, -1.0246, -1.9455], [-4.0231, -0.4709, -3.0555], [2.2971, 0.0067, 3.4544], [2.0969, -0.3128, 1.9812], [3.0632, -1.3855, 1.5413], [2.9796, -1.5818, 0.1160], [3.1732, -2.9216, -0.2609], [0.6879, -0.6794, 1.6472], [2.2544, -0.8835, 4.0966], [1.5821, 0.7207, 3.8596], [3.3205, 0.3711, 3.6073], [2.3490, 0.6010, 1.4215], [2.9020, -2.3313, 2.0727], [4.1086, -1.0800, 1.6872], [3.1375, -3.0020, -1.3544], [2.4077, -3.5820, 0.1435], [4.2165, -3.2265, -0.0662], [0.0720, -0.1149, 2.2346], [0.6724, -1.6356, 2.0175], [2.8693, 0.7783, -2.6497], [1.4556, 0.8995, -2.1216], [0.5732, 1.4127, -3.2355], [-0.7233, 1.6868, -2.8082], [-1.5808, 2.0128, -3.8740], [0.9505, -0.4459, -1.6776], [3.5705, 0.4573, -1.8743], [3.2756, 1.7485, -2.9563], [2.9247, 0.0684, -3.4763], [1.3932, 1.5450, -1.2387], [0.5600, 0.6049, -3.9981], [0.9992, 2.2561, -3.8016], [-2.5927, 2.2104, -3.5254], [-1.6871, 1.1624, -4.5638], [-1.2368, 2.8814, -4.4557], [1.7464, -0.9487, -1.2772], [0.7617, -0.9426, -2.5548], [-1.2280, 3.8639, 0.4692], [-0.9413, 2.4931, 1.0394], [-1.7603, 2.2418, 2.2906], [-1.3821, 1.0284, 2.8171], [-2.2040, 0.5488, 3.8666], [-1.2774, 1.4074, 0.0202], [-0.9455, 4.6564, 1.1764], [-2.3155, 4.0198, 0.4177], [-0.8026, 4.0836, -0.5058], [0.1102, 2.3741, 1.3196], [-2.8429, 2.3125, 2.1074], [-1.5531, 3.0900, 2.9740], [-1.9574, 0.9821, 4.8427], [-1.9659, -0.5173, 3.9787], [-3.2623, 0.5840, 3.6033], [-1.2874, 1.8929, -0.8727], [-2.2611, 1.2107, 0.2262]], "forces_ev_per_a": [[-0.2, -1.5, -0.3], [-0.5, 0.0, -0.9], [0.6, 0.5, 0.6], [0.4, 0.2, 0.2], [0.2, 0.1, 0.3], [-0.3, -0.3, 0.3], [0.3, 0.0, -0.1], [0.6, 0.3, -0.1], [-0.4, 0.5, -0.1], [0.2, 0.3, 0.2], [0.1, -0.2, 0.0], [-0.3, 0.1, -0.6], [0.0, 0.2, 0.0], [0.7, -0.5, 0.5], [-0.5, 0.9, -0.4], [0.5, -0.1, -1.3], [-0.4, 0.4, 0.7], [0.8, -0.6, -0.8], [1.6, -0.7, 1.2], [-0.3, -0.1, -0.3], [0.0, 0.1, -0.2], [-0.2, 0.3, 0.0], [-0.1, -0.1, -0.1], [-0.2, 0.0, -0.1], [-0.2, 0.1, 0.6], [-0.5, 0.3, 0.1], [0.2, -0.1, 0.0], [-0.2, -0.1, 0.6], [0.0, -0.2, -0.1], [-1.0, 0.1, -0.4], [0.8, 0.4, 0.4], [-0.5, -0.4, 0.5], [0.0, -0.6, -0.9], [-0.1, 0.5, 0.3], [-0.5, -0.4, -0.8], [0.6, 0.5, -1.1], [-0.3, -0.3, 0.0], [-0.3, -0.1, -0.3], [0.0, 0.1, -0.1], [0.1, 0.1, -0.2], [-0.2, 0.0, 0.1], [0.1, 0.2, 0.5], [0.2, 0.0, 0.4], [0.2, 0.1, 0.1], [0.2, 0.0, 0.2], [-0.3, 0.0, 0.5], [-0.5, -0.2, 0.5], [-0.8, 0.8, 0.8], [-0.2, -1.2, -0.8], [0.2, 1.6, 0.0], [-0.1, -0.6, 0.7], [0.4, -1.3, 0.1], [-0.7, 1.8, 1.1], [0.4, -0.2, -0.2], [0.1, -0.3, -0.4], [0.2, -0.2, 0.0], [0.0, 0.1, -0.1], [0.0, -0.3, -0.3], [0.0, -0.3, 0.2], [-0.3, 0.5, -0.2], [-0.1, 0.2, -0.2], [0.0, 0.4, 0.1], [0.1, -0.6, -0.3], [0.1, -0.3, -0.4]], "total_charge": -1, "spin_multiplicity": 2}

(2)
{"formula": "C42H30As2BrF4O6PPdS", "method": "the ωB97M-V functional and the def2-TZVPD basis", "species": ["Pd", "O", "As", "O", "O", "C", "C", "C", "C", "C", "C", "S", "O", "O", "O", "H", "H", "H", "H", "H", "F", "C", "C", "F", "C", "F", "C", "P", "C", "C", "C", "C", "C", "C", "C", "C", "C", "C", "C", "C", "C", "Br", "C", "F", "H", "H", "H", "H", "H", "H", "H", "H", "H", "H", "C", "C", "C", "C", "C", "C", "As", "C", "C", "C", "C", "C", "C", "C", "C", "C", "C", "C", "C", "H", "H", "H", "H", "H", "H", "H", "H", "H", "H", "H", "H", "H", "H", "H"], "coordinates": [[0.7443, -0.7795, -0.3169], [2.1596, -2.2590, -4.3226], [1.9983, -1.1374, -2.9721], [0.4322, -1.3331, -2.3734], [3.0927, -1.5608, -1.8240], [2.0625, 0.5322, -3.9537], [2.3362, 0.4249, -5.3173], [2.3376, 1.5450, -6.1339], [2.0721, 2.7932, -5.5966], [1.8106, 2.9148, -4.2431], [1.7969, 1.7963, -3.4206], [1.4287, 2.1291, -1.7015], [2.2135, 3.2822, -1.3468], [1.9057, 0.8929, -1.0200], [-0.0043, 2.2766, -1.5676], [2.5462, -3.0705, -3.9701], [2.5484, -0.5439, -5.7432], [2.5528, 1.4340, -7.1885], [2.0775, 3.6757, -6.2226], [1.6261, 3.8851, -3.8020], [-4.0297, -5.7763, -1.9443], [-3.4852, -4.5888, -1.7185], [-4.1205, -3.4372, -2.1362], [-5.2917, -3.5110, -2.7585], [-3.5364, -2.2059, -1.8856], [-4.2383, -1.1393, -2.2696], [-2.3081, -2.0727, -1.2458], [-1.5650, -0.4066, -1.0213], [-2.5158, 0.3120, 0.3485], [-3.7059, -0.1923, 0.8634], [-4.2901, 0.4045, 1.9709], [-3.7013, 1.5171, 2.5595], [-2.5264, 2.0388, 2.0369], [-1.9315, 1.4335, 0.9406], [-2.0599, 0.4719, -2.5281], [-1.7870, -0.0598, -3.7858], [-2.1673, 0.6330, -4.9243], [-2.8176, 1.8534, -4.8158], [-3.0951, 2.3791, -3.5624], [-2.7188, 1.6928, -2.4206], [-1.7063, -3.2532, -0.8101], [-0.1081, -3.2841, 0.1852], [-2.2813, -4.4889, -1.0435], [-1.7007, -5.6119, -0.6243], [-4.1828, -1.0589, 0.4199], [-5.2096, 0.0013, 2.3742], [-4.1617, 1.9765, 3.4242], [-2.0566, 2.9050, 2.4857], [-1.0165, 1.8412, 0.5235], [-1.2679, -1.0037, -3.8695], [-1.9477, 0.2170, -5.8987], [-3.1080, 2.3938, -5.7069], [-3.5984, 3.3322, -3.4697], [-2.9212, 2.1238, -1.4504], [0.5980, 4.0505, 3.7271], [1.1680, 3.8600, 2.4740], [1.4014, 2.5765, 2.0043], [1.0514, 1.4791, 2.7868], [0.4864, 1.6674, 4.0421], [0.2645, 2.9558, 4.5123], [1.3665, -0.2857, 2.0650], [0.4697, -1.4306, 3.3406], [-0.9245, -1.4166, 3.3506], [-1.6207, -2.2450, 4.2159], [-0.9312, -3.1015, 5.0654], [0.4548, -3.1256, 5.0484], [1.1576, -2.2899, 4.1881], [3.2485, -0.5547, 2.3687], [4.0122, -1.1022, 1.3432], [5.3764, -1.2886, 1.5360], [5.9674, -0.9253, 2.7353], [5.2042, -0.3615, 3.7516], [3.8449, -0.1700, 3.5678], [0.4174, 5.0537, 4.0905], [1.4331, 4.7068, 1.8551], [1.8596, 2.4385, 1.0322], [0.2100, 0.8178, 4.6545], [-0.1730, 3.0998, 5.4920], [-1.4712, -0.7559, 2.6827], [-2.7028, -2.2248, 4.2224], [-1.4763, -3.7511, 5.7373], [0.9945, -3.7960, 5.7042], [2.2401, -2.3164, 4.1752], [3.5699, -1.3506, 0.3803], [5.9728, -1.7049, 0.7354], [7.0308, -1.0675, 2.8771], [5.6713, -0.0627, 4.6809], [3.2494, 0.2871, 4.3509]], "forces_ev_per_a": [[-0.2, -0.1, -0.1], [-0.1, 0.0, -0.1], [0.4, 0.0, 0.2], [-0.1, -0.2, -0.4], [0.0, 0.0, 0.0], [0.0, 0.0, -0.1], [0.0, 0.0, 0.0], [0.0, 0.0, 0.0], [0.0, 0.0, 0.0], [0.0, 0.0, 0.0], [-0.1, 0.0, 0.0], [0.2, -0.1, -0.2], [0.0, 0.0, 0.1], [0.2, 0.2, 0.1], [-0.1, 0.1, 0.0], [0.0, 0.0, 0.0], [0.0, 0.0, 0.0], [0.0, 0.0, 0.0], [0.0, 0.0, 0.0], [0.0, 0.0, 0.0], [0.0, 0.0, 0.0], [0.0, 0.0, 0.0], [0.0, 0.0, 0.0], [0.0, 0.0, 0.0], [0.0, 0.0, 0.0], [0.0, 0.0, 0.1], [-0.1, 0.0, 0.0], [0.0, -0.1, 0.4], [0.0, 0.1, -0.1], [0.0, -0.1, 0.0], [0.0, 0.1, 0.1], [0.0, 0.0, 0.0], [0.0, 0.0, 0.0], [0.0, 0.1, 0.0], [0.0, 0.1, 0.0], [0.0, 0.0, 0.0], [0.0, 0.0, 0.0], [0.0, 0.0, 0.0], [0.0, 0.0, 0.0], [0.0, 0.0, 0.0], [-0.1, 0.0, 0.0], [0.1, -0.1, 0.1], [0.0, 0.0, 0.0], [0.0, 0.0, 0.0], [0.0, 0.0, 0.0], [0.0, 0.0, 0.0], [0.0, 0.0, 0.0], [0.0, 0.0, 0.0], [0.0, 0.0, 0.0], [0.0, 0.0, 0.0], [0.0, 0.0, 0.0], [0.0, 0.0, 0.0], [0.0, 0.0, 0.0], [0.0, 0.0, 0.0], [0.0, 0.0, 0.0], [0.0, 0.0, 0.0], [0.0, 0.0, 0.0], [0.0, 0.0, 0.0], [0.0, 0.0, 0.0], [0.0, 0.0, 0.0], [-0.1, 0.0, -0.1], [0.0, 0.0, 0.0], [0.0, 0.0, 0.0], [0.0, 0.0, 0.0], [0.0, 0.0, 0.0], [0.0, 0.0, 0.0], [0.0, 0.0, 0.0], [0.0, 0.0, 0.0], [0.0, 0.0, 0.0], [0.0, 0.0, 0.0], [0.0, 0.0, 0.0], [0.0, 0.0, 0.0], [0.0, 0.0, 0.0], [0.0, 0.0, 0.0], [0.0, 0.0, 0.0], [0.0, 0.0, 0.0], [0.0, 0.0, 0.0], [0.0, 0.0, 0.0], [0.0, 0.0, 0.0], [0.0, 0.0, 0.0], [0.0, 0.0, 0.0], [0.0, 0.0, 0.0], [0.0, 0.0, 0.0], [0.0, 0.0, 0.0], [0.0, 0.0, 0.0], [0.0, 0.0, 0.0], [0.0, 0.0, 0.0], [0.0, 0.0, 0.0]], "total_charge": 0, "spin_multiplicity": 3}

So what do the calculations give for ΔE to the lowest compared entry with this formula, charge and spin? Going down the list: 17.6; 0.0 kcal/mol.